DFT (ωB97M-V/def2-TZVPD) results for 5 unconnected molecules or ions with the total composition C49H102BCl2N6O5S2.

ORCA input file:
```
! RIJCOSX wB97M-V def2-TZVPD def2/J DEFGRID3
* xyz 1 1
C 0.991 0.221 4.343
C 0.288 0.359 3.208
C 0.832 1.040 1.975
C 0.925 0.074 0.769
C -0.236 -0.081 -0.223
B -1.375 1.043 -0.304
O -1.092 2.372 -0.459
O -2.694 0.631 -0.212
C -3.041 0.280 1.146
C -3.306 -1.222 1.303
C 0.432 -0.554 -1.558
Cl 0.194 0.736 -2.828
C -0.001 -1.953 -1.994
C 0.204 -2.314 -3.467
C -0.862 -1.874 -4.499
S -2.510 -1.390 -3.948
C -3.201 -2.800 -3.145
S -2.404 -4.223 -3.042
N -4.502 -2.621 -2.642
C -5.467 -3.260 -3.607
C -5.827 -4.671 -3.141
C -4.865 -1.209 -2.415
C -6.133 -1.080 -1.531
C 1.920 -0.360 -1.259
C 3.010 -0.583 -2.256
C 3.506 -2.056 -2.352
C 3.644 -2.822 -1.011
C 2.846 -4.114 -0.873
O 2.814 -4.674 0.184
O 2.149 -4.596 -1.945
C 2.950 -5.311 -2.916
C 3.971 -6.260 -2.308
N 2.165 0.038 -0.061
C 3.481 0.397 0.433
C 3.900 1.784 -0.074
O 5.032 2.074 -0.235
Cl 2.613 2.944 -0.439
H 0.494 0.330 5.305
H 2.040 -0.064 4.385
H -0.710 -0.078 3.188
H 0.268 1.945 1.746
H 1.839 1.364 2.249
H 0.985 -0.905 1.261
H -0.770 -0.959 0.150
H -1.751 2.750 -1.058
H -2.206 0.573 1.795
H -3.892 0.878 1.468
H -2.893 -1.585 2.247
H -2.819 -1.749 0.482
H -4.368 -1.453 1.320
H 0.652 -2.625 -1.422
H -1.007 -2.146 -1.631
H 0.364 -3.386 -3.532
H 1.137 -1.845 -3.785
H -1.003 -2.707 -5.190
H -0.503 -1.041 -5.100
H -5.019 -3.294 -4.602
H -6.371 -2.654 -3.640
H -5.035 -5.377 -3.375
H -6.750 -4.997 -3.626
H -5.994 -4.678 -2.065
H -5.084 -0.709 -3.366
H -4.064 -0.692 -1.894
H -6.668 -2.021 -1.438
H -6.743 -0.272 -1.933
H -5.815 -0.759 -0.539
H 2.622 -0.295 -3.233
H 3.875 0.052 -2.076
H 4.493 -2.001 -2.812
H 2.895 -2.654 -3.021
H 3.401 -2.231 -0.132
H 4.690 -3.113 -0.888
H 2.238 -5.905 -3.485
H 3.437 -4.617 -3.607
H 4.427 -6.798 -3.143
H 3.473 -7.003 -1.689
H 4.785 -5.761 -1.782
H 3.505 0.428 1.522
H 4.248 -0.286 0.082
C 5.562 2.415 3.349
C 4.864 1.307 4.124
N 5.630 0.077 4.175
C 4.862 -1.062 4.652
C 4.339 -1.033 6.092
C 6.981 0.200 4.702
C 7.150 0.765 6.117
H 5.829 2.073 2.347
H 4.890 3.271 3.250
H 6.464 2.771 3.845
H 3.914 1.086 3.620
H 4.597 1.684 5.123
H 5.459 -1.966 4.508
H 4.001 -1.179 3.982
H 5.133 -1.209 6.816
H 3.603 -1.828 6.231
H 3.851 -0.088 6.337
H 7.554 0.827 4.014
H 7.461 -0.780 4.644
H 6.530 1.646 6.287
H 8.188 1.065 6.268
H 6.917 0.029 6.884
C 8.554 2.736 -6.263
C 7.234 2.809 -5.511
N 6.756 1.510 -5.067
C 5.384 1.530 -4.605
C 5.054 2.350 -3.350
C 7.682 0.738 -4.257
C 8.197 1.365 -2.954
H 8.487 2.041 -7.101
H 8.806 3.720 -6.657
H 9.378 2.424 -5.619
H 6.483 3.227 -6.186
H 7.338 3.524 -4.680
H 5.057 0.494 -4.451
H 4.764 1.903 -5.427
H 5.408 1.861 -2.449
H 3.968 2.456 -3.257
H 5.476 3.354 -3.386
H 8.546 0.490 -4.878
H 7.219 -0.228 -4.033
H 8.493 2.406 -3.087
H 9.078 0.819 -2.608
H 7.460 1.319 -2.152
C -12.014 1.916 -6.231
C -10.652 1.241 -6.179
N -9.892 1.575 -4.987
C -8.501 1.173 -5.060
C -8.183 -0.326 -5.139
C -10.560 1.321 -3.722
C -11.029 -0.110 -3.428
H -11.918 2.997 -6.124
H -12.489 1.711 -7.191
H -12.685 1.549 -5.454
H -10.076 1.577 -7.046
H -10.790 0.155 -6.300
H -7.970 1.604 -4.205
H -8.065 1.658 -5.939
H -8.322 -0.822 -4.178
H -7.134 -0.462 -5.418
H -8.786 -0.840 -5.887
H -11.429 1.980 -3.662
H -9.904 1.657 -2.915
H -11.526 -0.565 -4.286
H -11.747 -0.099 -2.606
H -10.208 -0.759 -3.124
C -3.156 2.907 6.815
C -2.711 2.205 8.090
N -1.319 1.791 8.060
C -0.964 0.881 9.138
C -1.033 1.403 10.577
C -0.357 2.841 7.774
C -0.317 4.062 8.701
H -2.955 2.287 5.939
H -4.228 3.098 6.856
H -2.660 3.869 6.680
H -3.322 1.308 8.212
H -2.938 2.855 8.948
H 0.042 0.496 8.948
H -1.624 0.012 9.060
H -0.205 2.071 10.809
H -0.967 0.564 11.273
H -1.968 1.926 10.782
H -0.540 3.196 6.756
H 0.640 2.393 7.734
H -1.315 4.436 8.933
H 0.228 4.874 8.215
H 0.196 3.851 9.638
*
```

Computed properties:
HOMO-LUMO gap	5.831	eV
M	1001.2	g mol⁻¹
DFT total energy	-4374.28111	hartree